ORCA calculation (ωB97M-V with the def2-TZVPD basis set) on C2H7BS in the gas phase in a non-equilibrium geometry.

Last column: Mulliken charge in e.
CARTESIAN COORDINATES (ANGSTROEM)
B -0.5174 -0.1094 0.0137  0.3555
C 0.0928 -1.6764 0.5039  -1.0122
C 0.2144 1.3429 -0.0620  -0.9324
S -2.2696 -0.0789 -0.2271  -0.2782
H 0.9363 -2.2144 0.0480  0.3047
H -0.7057 -2.4533 0.5175  0.2693
H 0.1319 -1.5367 1.5643  0.3317
H -0.1764 2.1123 0.5525  0.3619
H 0.2157 1.7197 -1.1300  0.2944
H 1.3226 1.0789 0.1953  0.2116
H -2.4174 1.1683 0.0603  0.0937

As for the HOMO-LUMO gap: 10.52 eV. For the HOMO energy, the calculation gives -9.9988 eV. The lowest unoccupied orbital energy is 0.0190 Ha. Its energy relative to the best compared isomer or geometry (same formula, charge and spin) is 7.8 kcal/mol. Its charge is 0. As for the SMILES: CB(C)S.

***

ORCA calculation (ωB97M-V with the def2-TZVPD basis set) on a molecular structure, C32H45AsBCrN9O7S4Se.

Last column: Mulliken charge in e.
CARTESIAN COORDINATES (ANGSTROEM)
Cr -0.9089 0.1177 -0.0818  0.7269
C -4.3567 -5.1437 -0.0716  -2.3526
C -3.2054 -4.2595 -0.5433  1.6792
C -2.3791 -5.0397 -1.5650  -1.6601
C -3.7947 -2.9835 -1.1395  -1.5288
N -2.3487 -3.9440 0.6431  0.5682
C -2.5809 -4.4334 1.9150  -0.2535
C -1.5888 -3.9835 2.7066  -1.3889
N -0.7438 -3.2187 1.9398  0.0050
B 0.4840 -2.5538 2.5971  1.2745
N 1.6591 -2.2277 1.6436  -0.0947
C 2.6002 -3.1912 1.3716  -1.2834
C 3.5462 -2.6473 0.5832  -0.4141
N 3.1898 -1.3299 0.3656  0.7504
C 2.0262 -1.0900 1.0245  -0.4168
S 1.1936 0.4195 1.0421  -0.3091
C 4.0209 -0.3443 -0.3976  1.5849
C 4.4959 0.7469 0.5608  -1.6015
C 3.2307 0.2149 -1.5777  -1.2179
C 5.2454 -1.0700 -0.9558  -2.4345
N 0.0678 -1.3331 3.4586  0.2860
C 0.7748 -1.0350 4.5972  -1.2916
C 0.1820 0.0142 5.1972  -0.3762
N -0.9033 0.3717 4.4205  0.5817
C -0.9477 -0.4557 3.3370  -0.0095
S -2.0971 -0.3860 2.0521  -0.6092
C -1.8385 1.4869 4.7631  1.4472
C -1.3879 2.1116 6.0830  -2.3305
C -3.2455 0.9229 4.9518  -1.6480
C -1.7885 2.5586 3.6807  -1.2566
C -1.2163 -3.1862 0.6776  -0.0480
S -0.4866 -2.3215 -0.6119  -0.1846
H -4.9691 -5.3786 -0.9410  0.4510
H -4.9917 -4.6314 0.6520  0.4684
H -4.0069 -6.0851 0.3556  0.5213
H -3.0087 -5.2816 -2.4223  0.4626
H -2.0133 -5.9724 -1.1302  0.3947
H -1.5344 -4.4529 -1.9146  0.3038
H -4.5520 -3.2576 -1.8756  0.5553
H -3.0314 -2.3867 -1.6228  -0.0216
H -4.2599 -2.3654 -0.3726  0.4034
H -3.4276 -5.0451 2.1549  0.5371
H -1.4161 -4.1299 3.7568  0.6021
H 0.9239 -3.3703 3.3750  -0.2951
H 2.5010 -4.1910 1.7511  0.6485
H 4.4200 -3.0909 0.1529  0.5066
H 3.6600 1.3190 0.9551  0.2549
H 5.1577 1.4291 0.0247  0.5138
H 5.0538 0.3091 1.3913  0.3502
H 2.3866 0.8305 -1.2786  -0.1105
H 2.8544 -0.5925 -2.2029  0.3625
H 3.9031 0.8233 -2.1858  0.5063
H 5.8936 -1.4619 -0.1705  0.5322
H 5.8207 -0.3462 -1.5316  0.4649
H 4.9620 -1.8768 -1.6318  0.4754
H 1.6386 -1.6056 4.8829  0.6372
H 0.4423 0.5255 6.1011  0.5226
H -1.3961 1.3958 6.9065  0.5139
H -2.0929 2.9054 6.3263  0.4622
H -0.3984 2.5622 6.0025  0.4647
H -3.2598 0.1933 5.7643  0.3945
H -3.6078 0.4529 4.0423  0.3279
H -3.9216 1.7390 5.2101  0.4633
H -0.7571 2.8455 3.4682  0.4334
H -2.3253 3.4405 4.0334  0.4478
H -2.2371 2.2243 2.7520  -0.0060
O -4.5365 0.6187 -1.8898  -0.7825
C -3.3315 0.4557 -1.7629  -0.3419
O -2.7632 0.0861 -0.6704  -0.3229
C -2.4354 0.6161 -2.9761  0.2120
C -3.0565 0.9504 -4.1641  -0.4941
C -2.3310 1.0206 -5.3417  -0.8394
C -0.9879 0.6895 -5.3845  -0.3213
C -0.3798 0.3208 -4.2076  -0.4594
C -1.0400 0.3541 -2.9504  0.8089
O -0.3599 0.1770 -1.8651  1.1933
N 0.9948 -0.1767 -4.3265  1.2435
O 1.3021 -1.1410 -3.6530  -0.6039
O 1.6781 0.2757 -5.2262  -0.6634
N -2.9976 1.4079 -6.5816  1.0610
O -4.1855 1.6722 -6.5349  -0.6511
O -2.3328 1.4367 -7.6042  -0.6687
H -4.1166 1.1557 -4.1426  0.6410
H -0.4297 0.7049 -6.3070  0.6468
Se -1.4549 2.5334 0.0373  -0.0717
C 0.0823 3.3879 0.5824  0.4438
N 1.0229 3.9709 0.9208  -0.8207
C 1.8305 6.1470 -1.5461  -1.0628
As 2.5825 4.5297 -2.2749  0.6265
C 3.8133 5.1740 -3.6284  -1.1593
C 3.7732 3.8556 -0.9173  -0.8077
S 1.2184 3.1804 -3.0570  -0.4585
H 2.6291 6.8572 -1.3332  0.3822
H 1.2883 5.8953 -0.6363  0.3288
H 1.1489 6.5522 -2.2925  0.3254
H 4.5605 5.8397 -3.1967  0.3971
H 3.2422 5.6954 -4.3951  0.3575
H 4.2933 4.3064 -4.0793  0.3150
H 4.4828 4.6374 -0.6459  0.4869
H 4.2972 3.0025 -1.3443  0.1224
H 3.1891 3.5500 -0.0508  0.1941

As for the HOMO-LUMO gap (alpha / beta): 7.22 / 7.27 eV. The spin multiplicity is 2. For the HOMO energy (alpha / beta), the calculation gives -5.1187 / -5.1458 eV. The lowest unoccupied orbital energy (alpha / beta) is 0.0774 / 0.0781 Ha. Its charge is -1. Its expectation value of S² is 0.78.

***

ORCA calculation (ωB97M-V with the def2-TZVPD basis set) on a molecular structure, C3H3ClO in a non-equilibrium geometry.

Last column: Mulliken charge in e.
CARTESIAN COORDINATES (ANGSTROEM)
C 0.7021 -0.1275 -0.2770  -0.2302
C 2.1408 0.3652 -1.1122  0.0218
C -0.8309 0.2416 0.7972  -0.2396
O 0.9400 0.6236 -1.4829  -0.1056
Cl -1.5600 -1.2700 1.0362  -0.1448
H 0.5796 -1.2137 -0.6528  0.1358
H -1.3976 0.7127 -0.1026  0.2506
H -0.5740 0.6681 1.7941  0.3121

As for the HOMO-LUMO gap: 9.81 eV. For the HOMO energy, the calculation gives -9.4346 eV. The lowest unoccupied orbital energy is 0.0136 Ha. Its energy relative to the best compared isomer or geometry (same formula, charge and spin) is 121.8 kcal/mol. Its charge is 0.

***

ORCA calculation (ωB97M-V with the def2-TZVPD basis set) on 2 unconnected molecules or ions with the total composition C5H11NO.

Last column: Mulliken charge in e.
CARTESIAN COORDINATES (ANGSTROEM)
C -2.8963 0.1192 -1.1231  -0.5298
C -2.4796 -0.4534 0.0032  -0.5027
N 0.2935 0.0372 0.6618  -0.3357
C 0.9674 0.2116 1.9240  -0.9660
C 0.9449 -0.0177 -0.4237  0.8832
O 0.2821 -0.0927 -1.5953  -0.4648
C 2.4355 0.0075 -0.6330  -1.2517
H -3.2015 1.1622 -1.1483  0.2400
H -2.9291 -0.4258 -2.0641  0.3285
H -0.6670 -0.0227 -1.3732  0.2559
H -2.1341 -1.4842 0.0344  0.2871
H -2.4145 0.0923 0.9388  0.1987
H 0.6135 -0.5412 2.6380  0.2670
H 2.0643 0.1557 1.8820  0.3621
H 0.6948 1.1920 2.3335  0.2715
H 2.6626 -0.2204 -1.6751  0.2959
H 2.9335 -0.7199 0.0137  0.3502
H 2.8300 1.0001 -0.3937  0.3106

As for the HOMO-LUMO gap: 10.26 eV. For the HOMO energy, the calculation gives -9.2440 eV. The lowest unoccupied orbital energy is 0.0373 Ha. Its energy relative to the best compared isomer or geometry (same formula, charge and spin) is 42.1 kcal/mol. Its charge is 0. As for the SMILES: C/N=C(\C)O.C=C.

***

ORCA calculation (ωB97M-V with the def2-TZVPD basis set) on a molecular structure, C28H77Cu2N7O11S in a non-equilibrium geometry.

Last column: Mulliken charge in e.
CARTESIAN COORDINATES (ANGSTROEM)
Cu 0.8336 -2.7643 -1.0667  0.3294
Cu -2.4786 1.0099 0.8130  0.3079
S -0.2494 -0.4159 -0.3942  1.1416
O -1.0841 -0.7757 0.7483  -0.7609
O -0.6370 -1.0975 -1.5939  -0.4268
O -0.4925 1.0353 -0.5401  -0.6495
O 1.0935 -0.6977 0.0113  0.1595
C 4.1172 -4.0403 2.0712  -1.6185
C 2.8601 -3.2683 1.6841  0.3350
C 2.1741 -2.4354 2.7883  0.4063
O 1.7347 -3.3579 3.7350  -0.4204
C 0.5720 -3.0944 4.4961  -0.5972
N 3.1682 -2.4804 0.4677  -0.4934
H 3.9009 -4.7626 2.8584  0.3474
H 4.9291 -3.3479 2.2937  0.3640
H 4.4106 -4.5264 1.1408  0.4229
H 2.1304 -3.9882 1.3134  -0.0685
H 1.2991 -1.8920 2.4317  -0.1300
H 2.8919 -1.7464 3.2335  0.2781
H -0.3570 -3.2766 3.9557  0.2175
H 0.5313 -2.0773 4.8858  0.2490
H 0.5554 -3.8642 5.2676  0.3123
H 4.0209 -1.9543 0.5953  0.3441
H 2.4375 -1.7904 0.3667  0.0131
C 2.2430 5.7263 -0.0687  -1.5730
C 0.9566 4.8104 -0.2401  0.5350
C 0.0881 5.3460 -1.4011  -1.4307
O -1.1615 4.6418 -1.6343  -0.3600
C -1.2529 4.0743 -2.9282  -0.5269
N 1.3669 3.3787 -0.4106  0.2131
H 2.0318 6.3674 0.7872  0.2742
H 2.2766 6.3644 -0.9518  0.5109
H 3.1124 5.1245 0.1961  0.3217
H 0.3086 4.7576 0.6348  0.6481
H 0.6730 5.5298 -2.3024  0.4714
H -0.2549 6.3371 -1.1043  0.4474
H -2.1046 3.4198 -3.1136  0.1760
H -0.3910 3.4846 -3.2405  0.1419
H -1.2439 4.8007 -3.7408  0.4668
H 1.7110 3.2382 -1.3498  -0.0372
H 0.6243 2.6946 -0.3867  -0.1153
C -2.0097 -0.6880 5.5091  -1.2558
C -2.8952 -0.2347 4.3316  0.6244
C -4.0891 0.6255 4.7744  -0.7384
O -5.0607 -0.1580 5.4962  -0.3516
C -6.0436 0.5677 6.2425  -0.7563
N -2.1896 0.5217 3.1990  -0.4356
H -2.4893 -1.4062 6.1741  0.4187
H -1.6674 0.0659 6.2179  0.3862
H -1.1755 -1.2244 5.0569  -0.0043
H -3.2349 -1.2063 3.9730  0.2108
H -4.7169 1.0192 3.9750  0.3270
H -3.7917 1.4661 5.4012  0.3714
H -6.7956 1.0782 5.6408  0.2930
H -5.6069 1.2879 6.9344  0.3216
H -6.5977 -0.1549 6.8416  0.2557
H -1.5860 -0.0640 2.6397  0.1813
H -1.4662 1.1139 3.5811  0.1303
C 3.4259 -0.6997 -4.5722  -1.6769
C 2.4468 -0.3476 -3.4251  0.7626
C 2.1822 1.2231 -3.2514  -0.0590
O 3.2756 2.1088 -2.8099  -0.4904
C 4.1187 1.6699 -1.7449  -0.4268
N 1.1705 -1.0295 -3.6077  -0.2755
H 4.2957 -0.0435 -4.5417  0.3259
H 2.8908 -0.5536 -5.5104  0.3627
H 3.8080 -1.6924 -4.3338  0.3620
H 2.9233 -0.9716 -2.6691  0.1612
H 1.5387 1.3056 -2.3755  -0.1881
H 1.6851 1.6475 -4.1237  0.4404
H 3.5031 1.2033 -0.9758  0.0240
H 4.5674 2.5588 -1.3014  0.2599
H 4.9346 0.9871 -1.9816  0.3312
H 0.6869 -0.4847 -4.3073  0.2143
H 0.6085 -0.8176 -2.7957  -0.3601
C -2.6846 -5.0308 1.4261  -1.5605
C -1.6660 -4.5767 0.3156  0.3405
C -2.4447 -3.9298 -0.8232  -0.4000
O -1.6608 -4.1256 -2.0541  -0.4527
C -2.3235 -3.5709 -3.1899  -0.8513
N -0.7424 -3.5993 0.8291  0.4956
H -2.1780 -5.6127 2.1961  0.4005
H -3.5152 -5.5987 1.0069  0.4635
H -3.2403 -4.2331 1.9191  0.2756
H -1.1718 -5.4704 -0.0652  0.2641
H -2.4754 -2.8452 -0.7188  0.0477
H -3.4318 -4.3631 -0.9844  0.4362
H -1.6501 -3.6468 -4.0436  0.1516
H -2.8538 -2.6194 -3.1512  0.3327
H -3.1679 -4.2282 -3.3976  0.5404
H -0.9693 -2.6159 0.8687  -0.1769
H -0.3871 -3.8432 1.7426  -0.0966
C 1.7623 1.0588 4.1949  -0.8837
C 1.6866 1.9566 2.9537  0.9157
C 2.4983 3.3329 2.9752  -0.2791
O 2.0265 4.4392 3.7096  -0.3924
C 3.0784 5.4298 3.6978  -0.7556
N 2.2242 1.2416 1.8289  -0.3742
H 1.2374 1.4325 5.0741  0.4156
H 2.7598 0.6473 4.3492  0.3209
H 1.1940 0.1659 3.9342  -0.1547
H 0.6503 2.2610 2.8067  -0.0792
H 2.5399 3.5492 1.9077  -0.1920
H 3.4980 3.0895 3.3351  0.3941
H 3.4629 5.7263 2.7219  0.2638
H 3.7728 5.1426 4.4874  0.3595
H 2.6466 6.2675 4.2453  0.2846
H 1.8381 0.3216 1.6723  -0.4427
H 2.0610 1.7430 0.9674  0.3292
C -2.7801 1.2683 -6.1156  -1.7463
C -2.3347 0.1754 -5.1524  0.6534
C -1.7028 -1.0926 -5.8265  -0.4505
O -2.7142 -1.8363 -6.5038  -0.4295
C -2.2185 -3.1242 -7.0168  -0.7607
N -1.3973 0.6571 -4.1306  0.1529
H -1.9357 1.7068 -6.6474  0.3555
H -3.2192 2.1295 -5.6121  0.4244
H -3.4276 0.8342 -6.8774  0.4020
H -3.1834 -0.2618 -4.6264  0.2521
H -1.2413 -1.6764 -5.0301  0.2188
H -1.0523 -0.7571 -6.6342  0.4960
H -2.3190 -3.9105 -6.2687  0.2313
H -1.1672 -3.1662 -7.3017  0.3455
H -2.7083 -3.4627 -7.9299  0.3241
H -1.8118 1.4410 -3.6471  0.0012
H -1.1517 0.0200 -3.3864  -0.3829

As for the HOMO-LUMO gap: 7.58 eV. For the HOMO energy, the calculation gives -8.4765 eV. The lowest unoccupied orbital energy is -0.0330 Ha. Its energy relative to the best compared isomer or geometry (same formula, charge and spin) is 12.6 kcal/mol. Its charge is 0.

***

ORCA calculation (ωB97M-V with the def2-TZVPD basis set) on C24H27N3O2S in the gas phase.

Last column: Mulliken charge in e.
CARTESIAN COORDINATES (ANGSTROEM)
C -4.1265 -3.4266 0.7166  -0.6871
H -4.5556 -4.1124 1.4474  0.3121
O -2.8395 -3.1259 1.2058  -0.4908
C -1.9297 -2.4643 0.4307  0.5150
C -0.6128 -2.5796 0.8654  -0.9864
C 0.4272 -1.9418 0.2189  -0.2137
C 0.1687 -1.1599 -0.8941  -0.2389
C -1.1410 -1.0453 -1.3422  0.0382
C -2.1990 -1.6761 -0.7040  0.8868
O -3.5033 -1.5465 -1.1184  -0.3910
C -3.7651 -0.8395 -2.3046  -0.9578
H -3.4870 0.2156 -2.2155  0.2777
H -4.8412 -0.9158 -2.4553  0.2430
H -3.2492 -1.2851 -3.1612  0.3817
H -1.3308 -0.4305 -2.2080  0.4378
C 1.2538 -0.3890 -1.5852  -1.1169
H 2.2261 -0.8256 -1.3590  0.2372
H 1.1069 -0.4238 -2.6668  0.5048
C 1.2429 1.0955 -1.1701  -0.9434
N 1.6858 1.3152 0.1930  0.1667
C 0.9671 0.9584 1.2809  -0.0089
N -0.3989 0.9093 1.2343  0.2471
C -1.3234 1.7245 0.5932  0.3847
C -0.9858 2.9462 0.0133  -0.5920
C -1.9670 3.7053 -0.5989  -0.8183
C -3.2805 3.2739 -0.6296  -0.8200
C -3.6400 2.0774 -0.0166  0.5375
C -2.6566 1.3161 0.5915  -0.0615
H -2.9181 0.3869 1.0770  0.3889
C -5.0695 1.6283 0.0113  -1.5648
H -5.1332 0.5450 0.0779  0.1936
H -5.6006 1.9636 -0.8769  0.3671
H -5.5717 2.0507 0.8821  0.4165
H -4.0356 3.8754 -1.1138  0.4242
H -1.7004 4.6498 -1.0497  0.4182
H 0.0276 3.3125 0.0708  0.4777
H -0.7872 0.3330 1.9707  0.3812
S 1.6670 0.5426 2.7288  -0.2808
C 3.0984 1.6260 0.3424  -1.6358
C 4.0031 0.5167 -0.1302  0.6226
N 4.5596 0.6883 -1.3229  -0.5410
C 5.3460 -0.2628 -1.7960  -0.4127
C 5.6166 -1.4376 -1.1127  -0.3476
C 5.0383 -1.6159 0.1355  -0.6371
C 4.2186 -0.6218 0.6410  0.0259
H 3.7511 -0.7132 1.6090  0.4417
H 5.2259 -2.5139 0.7062  0.4207
H 6.2623 -2.1878 -1.5420  0.4047
H 5.7745 -0.0685 -2.7710  0.3983
H 3.2853 1.8295 1.3991  0.7932
H 3.3125 2.5206 -0.2510  0.3792
H 0.2345 1.4892 -1.3130  0.2399
H 1.9303 1.6459 -1.8159  0.4974
H 1.4361 -2.0510 0.5860  0.3905
H -0.4316 -3.1865 1.7382  0.4499
H -4.7542 -2.5360 0.6424  0.1640
H -4.0823 -3.9170 -0.2586  0.2806

As for the HOMO-LUMO gap: 8.49 eV. For the HOMO energy, the calculation gives -7.8488 eV. The lowest unoccupied orbital energy is 0.0234 Ha. Its energy relative to the best compared isomer or geometry (same formula, charge and spin) is 45.9 kcal/mol. Its charge is 0. As for the SMILES: COc1ccc(CCN(Cc2ccccn2)C(=S)Nc2cccc(C)c2)cc1OC.

***

Listing E for the structures above in their given order: -13699.12757 -260285.54428 -17723.16486 -8899.87260 -163346.34403 -44726.62250 eV.